{
  "formula": "C23H19CoIN3O2S",
  "method": "the ωB97M-V functional and the def2-TZVPD basis",
  "homo_ev": [-4.1, -4.0],
  "total_charge": -1,
  "spin_multiplicity": 2,
  "s2": 0.810,
  "gap_ev": [6.489, 6.364],
  "de_lowest_kj_mol": 0.0,
  "lumo_ev": [2.3968, 2.3935],
  "elements": ["Co", "C", "O", "C", "C", "C", "C", "C", "C", "N", "N", "C", "C", "O", "C", "C", "C", "C", "C", "C", "C", "C", "H", "H", "H", "H", "H", "H", "H", "H", "H", "H", "H", "H", "H", "S", "C", "C", "C", "C", "C", "N", "H", "H", "H", "H", "I", "C", "H", "H"],
  "positions_angstrom": [[0.6296, -1.0231, -0.4565], [3.8404, -1.9385, 0.9844], [2.7236, -1.0709, 0.9954], [2.4372, -0.3531, 2.0925], [3.2016, -0.3868, 3.2535], [2.8682, 0.4196, 4.3332], [1.7706, 1.2571, 4.2471], [1.0059, 1.2793, 3.0895], [1.3088, 0.4754, 1.9980], [0.5331, 0.4472, 0.7799], [-0.3319, 1.3509, 0.7618], [-1.1799, 1.5597, -0.2721], [-1.1068, 0.9187, -1.5491], [-0.2337, 0.0777, -1.8422], [-2.0750, 1.2952, -2.5611], [-3.0450, 2.1835, -2.3061], [-3.1449, 2.8577, -1.0368], [-4.1486, 3.8150, -0.8006], [-4.2288, 4.4835, 0.3959], [-3.2888, 4.2005, 1.3995], [-2.3064, 3.2641, 1.1934], [-2.2046, 2.5640, -0.0308], [3.7145, -2.7510, 1.7063], [4.7656, -1.3981, 1.1991], [3.8839, -2.3320, -0.0273], [4.0615, -1.0373, 3.3198], [3.4739, 0.3893, 5.2305], [1.5002, 1.8915, 5.0830], [0.1409, 1.9171, 3.0197], [-1.9923, 0.8021, -3.5204], [-3.7815, 2.4137, -3.0708], [-4.8609, 4.0189, -1.5949], [-5.0036, 5.2218, 0.5625], [-3.3423, 4.7251, 2.3461], [-1.5880, 3.0431, 1.9698], [2.8360, -1.0297, -2.2214], [1.6834, -2.1987, -2.7081], [1.7079, -2.8827, -3.9500], [0.7126, -3.7732, -4.2670], [-0.3233, -4.0125, -3.3558], [-0.2965, -3.3279, -2.1632], [0.6683, -2.4618, -1.8364], [2.5190, -2.6635, -4.6314], [0.7246, -4.2874, -5.2224], [-1.1295, -4.7008, -3.5723], [-1.0787, -3.4681, -1.4247], [-2.2153, -1.9611, 0.9427], [-0.0591, -2.3006, 0.9043], [0.0285, -3.3599, 0.6652], [0.2256, -2.1532, 1.9484]],
  "forces_ev_per_angstrom": [[0.523, -1.034, 0.151], [-0.010, -0.057, 0.028], [0.043, -0.241, -0.246], [0.076, -0.005, 0.000], [0.023, 0.018, 0.080], [-0.016, -0.004, -0.082], [-0.012, 0.051, 0.071], [-0.147, -0.075, -0.113], [0.040, -0.053, 0.024], [0.557, -0.425, 0.539], [-0.482, 0.862, -0.126], [-0.480, 0.170, -0.084], [-0.197, 0.586, 0.425], [0.120, -0.565, -0.475], [0.102, -0.029, 0.033], [-0.224, 0.234, 0.133], [-0.069, 0.072, -0.044], [0.018, -0.055, -0.090], [0.015, 0.010, 0.023], [-0.068, 0.005, -0.094], [0.036, -0.105, -0.078], [0.161, -0.090, 0.066], [-0.023, 0.023, 0.037], [-0.001, 0.052, 0.015], [-0.027, 0.016, -0.009], [-0.007, -0.015, -0.053], [-0.022, -0.002, -0.001], [-0.010, -0.017, -0.050], [-0.084, 0.071, -0.002], [0.048, -0.065, 0.013], [0.012, 0.050, 0.043], [0.019, 0.003, 0.046], [0.007, -0.016, 0.004], [0.016, -0.012, 0.006], [-0.029, 0.017, -0.009], [0.056, -0.050, -0.242], [-0.156, -0.119, 0.148], [-0.031, 0.017, 0.088], [0.030, 0.027, 0.050], [0.037, -0.038, -0.059], [0.029, -0.007, 0.156], [0.285, 0.374, -0.327], [-0.031, -0.012, 0.010], [0.019, 0.020, 0.014], [0.036, 0.024, 0.014], [0.019, 0.079, -0.005], [-0.143, -0.095, 0.140], [-0.061, 0.422, -0.129], [0.007, -0.023, -0.012], [-0.004, 0.008, -0.028]]
}